ORCA calculation (ωB97M-V/def2-TZVPD) on one molecule with the formula CH3NO3.

ORCA input file:
```
! wB97M-V def2-TZVPD RIJCOSX def2/J DEFGRID3
* xyz 0 1
C 0.3776 0.6820 -0.0822
N -0.7298 -0.5639 0.5995
O -1.3901 -0.2549 1.5398
O -0.6848 -1.5785 -0.0313
O 1.1814 -0.0188 -0.9089
H -0.3308 1.3670 -0.5541
H 0.9086 1.1042 0.7638
H 0.6680 -0.7370 -1.3265
*
```

Calculated values
HOMO-LUMO gap in eV: 11.1
Structure (SMILES): O=[N+]([O-])CO
LUMO in eV: 0.6426
DFT total energy in eV: -8714.6795

ORCA calculation (ωB97M-V/def2-TZVPD) on one molecule with the formula CH3NO3.

ORCA input file:
```
! wB97M-V def2-TZVPD RIJCOSX def2/J DEFGRID3
* xyz 0 1
C -1.1807 0.0068 0.0742
N 1.0473 -0.0940 -0.4357
O 2.1674 0.6619 -0.0234
O 2.2392 -0.7050 -0.0971
O 0.0965 -0.2234 0.5671
H -1.6442 0.6194 0.7536
H -1.7540 -0.8424 -0.0575
H -0.9716 0.5766 -0.7812
*
```

Calculated values
HOMO-LUMO gap in eV: 11.7
Structure (SMILES): COn1oo1
LUMO in eV: 1.0574
DFT total energy in eV: -8710.1574

ORCA calculation (ωB97M-V/def2-TZVPD) on one molecule with the formula CH3NO3.

ORCA input file:
```
! wB97M-V def2-TZVPD RIJCOSX def2/J DEFGRID3
* xyz 0 1
C -2.1928 -0.2838 0.3723
N 1.3467 -0.2913 -0.1812
O -3.2283 -0.1952 -0.0473
O -0.8621 -0.8560 -0.6419
O 0.2045 -0.9114 0.2869
H -1.6292 -0.0732 1.2049
H 1.4794 0.7933 -0.1855
H 1.7577 -0.7942 -1.0713
*
```

Calculated values
HOMO-LUMO gap in eV: 10.5
Structure (SMILES): NOOC=O
LUMO in eV: 0.8215
DFT total energy in eV: -8712.1792

ORCA calculation (ωB97M-V/def2-TZVPD) on a 2-piece molecular cluster, CH3NO3P overall.

ORCA input file:
```
! wB97M-V def2-TZVPD RIJCOSX def2/J DEFGRID3
* xyz -1 1
C 1.7787 -0.3197 0.2141
N 1.0603 0.6140 -0.4844
O -3.7149 -0.2010 1.1892
O 2.9336 -0.1302 0.5680
O -1.7790 -0.2256 -0.3999
P -3.2983 -0.3469 -0.2535
H 1.3440 -1.3289 0.4924
H 1.5049 1.5668 -0.6487
H 0.1707 0.3715 -0.6772
*
```

Calculated values
HOMO-LUMO gap in eV: 8.4
LUMO in eV: 3.9310
DFT total energy in eV: -18010.3601

ORCA calculation (ωB97M-V/def2-TZVPD) on a 2-piece molecular cluster, CH3NO3P overall.

ORCA input file:
```
! wB97M-V def2-TZVPD RIJCOSX def2/J DEFGRID3
* xyz -1 1
C 1.7904 -0.3269 0.2099
N 0.6141 -0.8244 -0.1739
O -1.2460 1.5438 0.9779
O 2.7987 0.0255 -0.4613
O -2.4032 -0.0174 -0.5140
P -1.2126 1.1385 -0.3942
H 1.9436 -0.3363 1.3084
H 0.6685 -0.8557 -1.2420
H -2.9534 -0.3471 0.2893
*
```

Calculated values
HOMO-LUMO gap in eV: 7.8
LUMO in eV: 3.8442
DFT total energy in eV: -18009.0297

ORCA calculation (ωB97M-V/def2-TZVPD) on CH3NO3S as an isolated structure.

ORCA input file:
```
! wB97M-V def2-TZVPD RIJCOSX def2/J DEFGRID3
* xyz 0 1
C -1.6289 -0.4771 0.9856
N 0.7363 -0.0762 -0.2140
O -3.3144 1.2129 2.1436
O -1.2249 0.7450 3.3961
O 0.1862 -0.6009 0.9644
S -2.0152 0.6821 2.1813
H -1.8869 -0.1595 0.0906
H 1.1126 -0.6634 -0.9235
H 1.3548 0.5954 0.1575
*
```

Calculated values
HOMO-LUMO gap in eV: 8.5
LUMO in eV: -1.1474
DFT total energy in eV: -19546.5696

ORCA calculation (ωB97M-V/def2-TZVPD) on one molecule with the formula CH3NO3S.

ORCA input file:
```
! wB97M-V def2-TZVPD RIJCOSX def2/J DEFGRID3
* xyz 0 1
C -0.6240 0.8213 -0.4033
N 1.1200 0.0189 1.4233
O -2.3699 -0.7319 -1.6827
O 0.1036 -1.2293 -1.9084
O 0.9357 0.6817 0.2068
S -0.9756 -0.5720 -1.2267
H -1.3826 1.2303 0.3680
H 1.7383 0.7062 1.8068
H 1.4544 -0.9253 1.4161
*
```

Calculated values
HOMO-LUMO gap (spin up / spin down) in eV: 8.5 / 8.5
Structure (SMILES): NOC=S(=O)=O
LUMO (spin up / spin down) in eV: -1.2818 / -1.2815
DFT total energy in eV: -19547.2972

ORCA calculation (ωB97M-V/def2-TZVPD) on a 2-piece molecular cluster, CH3NO3S overall.

ORCA input file:
```
! wB97M-V def2-TZVPD RIJCOSX def2/J DEFGRID3
* xyz 0 1
C 1.0198 0.3003 0.0701
N 2.0636 -0.3161 -0.2741
O -1.9494 0.9807 -0.9759
O -2.8796 -1.4051 -0.1131
O 0.0233 -0.2467 0.6951
S -2.3160 0.2433 0.2065
H 0.9358 1.4313 0.1636
H 2.8709 0.2291 -0.4347
H 0.2314 -1.2167 0.6625
*
```

Calculated values
HOMO-LUMO gap in eV: 9.0
LUMO in eV: -1.7851
DFT total energy in eV: -19550.2898

What are the ΔE to the lowest compared entry with this formula, charge and spin values for these records? In order: 52.74 157.03 110.40 4.62 35.30 155.54 138.77 69.75 kcal/mol.
What are the M values for these records? In order: 77.04 77.04 77.04 108.01 108.01 109.11 109.11 109.11 g/mol.